Entry 1:
C13H29ClNO5 | the ωB97M-V functional and the def2-TZVPD basis

Summary:
Total charge: +1
Max |F|: 0.7 eV/Å
Highest occupied orbital energy: -11.95 eV

Positions of all 49 atoms, in Å:
Cl 1.2141 0.5310 -2.8167
O 1.1562 4.8530 -1.2899
O -4.3149 -5.2780 3.9226
O 0.2275 -1.3480 -0.6452
O -3.1027 -4.2115 2.4415
O 1.6471 2.7845 -0.8201
N 2.1280 -0.4220 -1.6812
C -3.0522 -1.9532 1.5143
C -0.0171 6.6870 -0.1689
C -4.3075 -4.5529 2.9726
C 0.7976 3.6477 -0.8571
C -5.5759 -3.9749 2.3876
C 4.3427 -0.3911 -0.4269
C 0.4491 -2.7482 -0.4868
C 4.7996 -1.8105 -0.7448
C 3.4847 0.2304 -1.5116
C -0.6116 3.3964 -0.3769
C 1.3080 -0.5560 -0.4106
C 0.2305 5.9445 -1.4617
C -2.9668 -3.4429 1.2510
H 3.3181 1.2969 -1.3718
H -5.5003 -3.6583 1.3511
H -0.6911 5.5892 -1.9222
H -1.3542 4.0774 -0.7798
H 3.9707 -2.5239 -0.7334
H 0.3418 -3.0392 0.5577
H -6.3515 -4.7314 2.4647
H 3.8588 -0.3676 0.5483
H 5.3214 -1.8633 -1.6998
H -2.3049 -1.6600 2.2523
H 0.9672 0.4522 -0.1817
H -0.6707 7.5396 -0.3500
H 1.4453 -3.0495 -0.8278
H -0.6177 3.4770 0.7100
H 5.4947 -2.1484 0.0215
H -0.4866 6.0522 0.5833
H 5.2089 0.2666 -0.3396
H -4.0300 -1.6695 1.9029
H 3.9833 0.0973 -2.4719
H 0.7204 6.5920 -2.1848
H -2.8749 -1.3936 0.5941
H 1.9578 -0.9624 0.3621
H 0.9234 7.0528 0.2410
H -0.8926 2.3808 -0.6480
H -0.2762 -3.2773 -1.0964
H -5.8711 -3.1198 2.9955
H 2.2263 -1.3281 -2.1437
H -1.9733 -3.6998 0.8845
H -3.6793 -3.7671 0.4912

Cartesian forces, eV/Å:
-0.1 -0.3 -0.4
0.0 -0.1 -0.1
0.0 0.0 0.0
-0.3 -0.1 -0.3
0.0 -0.1 0.0
-0.1 -0.3 0.1
0.2 0.6 -0.2
0.0 0.0 0.1
0.1 -0.1 0.1
0.0 0.1 0.0
0.0 0.3 0.1
0.1 -0.1 -0.1
0.0 -0.2 0.0
0.2 -0.3 0.0
0.0 0.0 0.3
0.5 0.1 -0.1
0.0 0.0 -0.2
-0.4 0.0 0.3
-0.1 0.2 0.0
0.0 0.1 0.0
-0.3 -0.1 0.2
0.0 0.0 0.0
0.0 0.0 0.0
0.0 0.0 0.0
0.0 0.0 -0.1
0.0 0.0 0.0
0.0 0.0 0.1
0.0 0.2 0.0
-0.1 0.0 -0.1
0.0 0.0 0.0
0.3 0.1 0.1
0.0 0.0 0.0
0.0 0.1 0.0
0.0 0.0 0.0
0.0 -0.1 0.0
0.0 0.0 0.0
0.0 0.0 0.0
0.0 0.0 0.0
-0.1 0.0 -0.1
0.0 0.0 0.0
0.0 0.0 0.0
0.2 0.1 -0.1
0.0 0.0 0.0
0.0 0.0 0.1
-0.1 0.1 0.0
0.0 0.0 0.0
0.0 -0.1 0.2
0.0 0.0 0.0
0.0 0.0 0.0

Entry 2:
C36H60N3OPS2SiTi | the ωB97M-V functional and the def2-TZVPD basis

Summary:
Expectation value of S²: 2.038
Total charge: 0
Max |F|: 2.2 eV/Å
2S+1: 3
Highest occupied orbital energy (spin up / spin down): -4.97 / -6.98 eV
ΔE to the lowest compared entry with this formula, charge and spin: 5.15 kcal/mol

Positions of all 105 atoms, in Å:
Ti -1.2173 0.6667 -0.8001
S -1.2489 0.7485 1.6764
S -0.0027 0.8972 -5.1916
P 1.4649 0.4917 -0.4171
Si -2.9546 2.5465 -0.9001
O -2.2511 -0.7222 -0.6536
N -2.3763 -0.7594 3.5717
N -2.8237 -1.5400 1.4913
N -0.8308 0.6323 -2.8233
C -2.4450 4.1826 -1.7572
C -3.6354 -2.7912 -1.8895
C 4.2029 1.6164 -3.3378
C -0.2898 -0.2898 4.8731
C -4.1478 -3.7553 0.2645
C -0.5400 1.5254 -3.7095
C -1.7247 0.1118 4.5413
C -3.1503 -1.8902 4.0795
C 3.3017 2.2541 1.0427
C -4.7961 -4.8012 -0.3693
C 1.8279 1.9373 0.6914
C -2.2431 -0.6117 2.2108
C 2.9566 4.7453 0.8610
C 0.7182 -3.2115 1.3865
C 1.4502 4.4154 0.9952
C -4.5276 1.9871 -1.7853
C 2.8840 0.4005 -1.5766
C -0.6328 -0.6501 -3.3305
C -3.5452 -2.7233 -0.4853
C 2.8335 1.4975 -2.6482
C 1.0842 3.1878 0.1696
C 2.9709 -0.9564 -2.2991
C 3.0643 -1.2640 1.2415
C -4.8710 -4.8604 -1.7602
C -2.8611 -1.6338 0.1579
C 3.7792 3.5428 0.3740
C 0.9300 -2.2192 0.2253
C -4.2884 -3.8450 -2.5112
C 3.8754 -0.8794 -3.5506
C 1.8199 -3.0877 2.4539
C -0.1694 -0.6934 -4.5926
C 4.9015 0.2468 -3.4342
C 1.6445 -0.9528 0.7276
C -3.5922 3.1491 0.7698
C 3.1457 -2.6970 1.8010
C -2.3952 -3.2168 4.0835
H -3.2144 -1.9935 -2.4838
H -2.7866 3.5329 1.4037
H 1.0474 -0.6016 1.5703
H -0.2636 -3.0348 1.8353
H 0.3251 -0.2680 3.9681
H -2.0305 4.8790 -1.0175
H 1.5451 -2.3248 3.1922
H -4.0868 -3.7080 1.3456
H -0.2446 -1.2933 5.3032
H 3.9645 1.4257 0.7945
H -3.0383 -4.0209 4.4557
H 3.3816 2.3799 2.1272
H -3.4609 -1.6302 5.0909
H 4.0710 2.0398 -4.3372
H -2.0826 -3.4695 3.0661
H -0.6533 2.5895 -3.5441
H 3.3439 5.0662 1.8306
H -4.0681 2.3265 1.3148
H -1.6907 4.0645 -2.5473
H 3.3612 -3.4026 0.9897
H -2.3330 0.0924 5.4470
H -4.9224 1.0820 -1.3115
H 4.8357 3.7078 0.5885
H -4.3600 1.7578 -2.8451
H 2.0743 1.2149 -3.3813
H 0.8453 5.2701 0.6880
H 3.7865 0.5488 -0.9848
H -5.2533 -5.5830 0.2254
H -0.0434 -1.9582 -0.1903
H 3.8200 -1.1362 0.4607
H -0.8439 -1.5089 -2.7160
H 5.5842 0.2306 -4.2849
H -1.7387 1.1300 4.1660
H 3.3126 -0.5528 2.0332
H -3.3199 4.6660 -2.2150
H 0.0656 -1.5594 -5.1934
H 0.1390 0.4112 5.5966
H 2.5282 2.4632 -2.2447
H 5.5157 0.0747 -2.5450
H 3.2632 -0.7112 -4.4432
H -4.3345 3.9464 0.6276
H 1.3162 3.3781 -0.8833
H 1.1933 4.2128 2.0398
H 1.9177 -4.0273 3.0006
H -1.5082 -3.1668 4.7198
H 3.3404 -1.7210 -1.6164
H 3.6974 3.4444 -0.7138
H 1.3150 1.6443 1.6082
H 0.0042 3.0221 0.2219
H -5.3840 -5.6816 -2.2492
H 3.1001 5.5853 0.1773
H 1.4994 -2.6871 -0.5795
H 1.9677 -1.2626 -2.6025
H 0.7056 -4.2296 0.9910
H -4.3510 -3.8736 -3.5936
H 3.9744 -2.7714 2.5080
H 4.8346 2.3133 -2.7814
H -4.0439 -1.9893 3.4702
H -5.2935 2.7701 -1.7222
H 4.3794 -1.8345 -3.6979

Cartesian forces, eV/Å:
0.8 1.1 1.4
0.0 0.0 0.3
0.1 0.2 -0.5
0.0 -0.1 0.6
0.0 0.5 -0.1
-1.2 -1.8 0.3
0.0 0.0 0.0
0.1 0.3 -0.2
0.0 -1.0 -0.9
0.0 0.1 -0.2
-0.1 -0.2 0.0
0.0 -0.1 0.0
0.1 0.0 0.0
0.0 0.0 0.0
0.0 0.7 -0.5
0.0 -0.1 -0.1
0.1 0.0 0.0
0.0 0.1 0.0
0.1 0.1 0.1
0.0 0.2 -0.1
0.1 -0.3 0.0
-0.1 -0.1 0.0
0.1 0.1 0.0
0.2 0.0 0.0
-0.1 -0.2 -0.2
-0.1 0.1 -0.3
0.0 0.1 0.2
0.1 0.1 -0.1
0.1 0.0 0.0
0.1 -0.1 0.0
0.1 0.1 -0.1
0.0 -0.1 0.0
0.0 0.0 0.0
0.1 0.1 -0.1
-0.1 0.0 0.0
0.0 0.1 0.1
0.1 0.1 0.1
0.0 0.1 0.0
0.0 0.0 0.0
0.0 0.0 -0.2
-0.1 0.0 0.0
0.1 -0.1 -0.1
-0.1 0.0 0.2
-0.1 0.0 0.0
0.1 0.0 -0.1
0.0 0.0 0.0
-0.1 0.0 0.0
-0.1 0.0 0.1
0.1 0.0 0.0
-0.1 0.0 0.1
0.0 -0.1 -0.1
0.0 -0.1 0.0
0.0 0.0 -0.1
0.0 0.1 0.0
0.0 0.0 0.0
0.1 0.1 0.0
0.0 0.0 0.0
0.0 0.0 0.1
0.0 0.0 0.0
-0.1 0.0 0.2
0.0 -0.1 0.0
0.0 0.0 0.0
0.0 0.1 0.0
-0.1 0.1 0.1
0.0 0.0 0.0
0.0 0.0 0.0
0.0 0.1 -0.1
0.0 0.0 0.0
0.0 0.0 0.1
0.0 0.0 0.0
0.0 0.0 0.0
0.1 0.0 0.1
0.0 0.0 0.0
-0.1 0.0 -0.1
0.0 0.0 0.0
-0.1 0.0 0.2
0.0 0.0 0.0
0.0 0.1 -0.1
0.0 0.0 0.0
0.2 0.0 0.1
-0.1 0.1 0.1
0.0 -0.1 -0.1
0.0 0.0 0.0
0.0 0.0 0.0
0.0 0.0 0.0
0.1 -0.1 0.0
0.0 0.0 0.0
0.0 0.0 0.0
0.0 0.0 0.0
0.0 0.0 0.0
0.0 0.0 0.0
0.0 0.0 0.1
-0.1 0.0 0.1
-0.1 -0.1 0.0
0.0 0.1 0.0
0.0 0.0 0.0
0.1 0.0 0.0
0.0 -0.1 0.0
0.0 0.0 0.0
0.0 0.0 0.0
0.0 0.0 0.0
0.0 0.0 0.0
-0.1 0.0 0.0
0.0 -0.1 0.0
0.0 0.0 0.0

Entry 3:
C10H6F6N3O12S3Ti | the ωB97M-V functional and the def2-TZVPD basis

Summary:
Total charge: -1
Max |F|: 3.0 eV/Å
Highest occupied orbital energy: -6.77 eV

Positions of all 41 atoms, in Å:
Ti 0.0767 -0.0230 -0.8986
S -0.6796 -1.6382 1.8963
S 1.8643 -0.5262 1.6075
S 3.0388 0.9849 -1.1889
F 0.3124 -3.4864 0.2049
F 1.9465 2.2740 2.0456
F -1.2180 -4.1867 1.5455
F 0.7785 -3.8014 2.2942
F 3.5200 1.0631 2.8761
F 1.5522 1.0158 3.7421
O 0.1006 1.1747 0.7074
O -1.1703 -1.1161 0.5881
O -1.7274 -1.8908 2.8335
O -1.1702 1.9327 2.4113
O 2.9630 -1.3475 2.0128
O 3.1737 0.8930 0.2646
O 3.7777 2.0757 -1.7516
O 1.5749 1.0408 -1.5820
O -0.5527 0.5012 -2.9509
O -2.3176 0.9503 -4.2920
O 0.5921 -1.6348 -2.1079
O 1.3862 -0.9575 0.2233
N 0.5520 -0.9343 2.5130
N -0.5692 -1.6564 -1.8542
N -1.7479 1.0894 -0.8984
C -1.7805 0.7978 -3.2105
C -2.1784 1.3981 0.3168
C -1.0179 1.5264 1.2859
C -3.5163 1.5694 0.5837
C -2.5667 1.0214 -1.9331
C -4.4027 1.4265 -0.4820
C 2.2230 1.1325 2.6138
C 3.6869 -0.5173 -1.8502
C -0.1596 -3.3781 1.4501
C -3.9275 1.1913 -1.7676
H -5.4682 1.5142 -0.3096
H 3.9542 -0.3316 -2.8876
H 4.5592 -0.7574 -1.2463
H -4.5771 1.1293 -2.6289
H 2.9516 -1.3105 -1.7675
H -3.8365 1.7918 1.5917

Cartesian forces, eV/Å:
-0.9 1.0 -1.1
-0.2 -0.4 -0.4
-1.6 -2.2 1.4
0.0 0.8 0.5
0.0 0.0 0.0
0.0 -0.1 0.1
0.0 0.0 0.0
0.0 0.0 0.0
-0.1 0.0 0.0
0.1 0.0 -0.1
-0.3 0.3 0.2
0.4 -0.4 0.5
0.2 0.4 0.2
0.0 0.0 0.1
0.3 0.4 -0.2
0.2 -0.1 -0.4
-0.1 0.0 -0.3
1.1 -0.1 -0.1
-0.2 -0.1 0.1
0.0 -0.1 0.0
0.1 0.0 0.2
1.4 0.8 0.5
-0.1 0.0 -0.5
-0.4 -0.4 -0.3
-0.4 -0.2 0.4
0.1 -0.1 -0.1
0.2 0.2 0.1
-0.1 0.0 -0.3
-0.1 0.1 -0.1
0.1 0.1 0.0
0.0 0.0 0.0
0.3 0.2 -0.3
-0.1 -0.1 -0.1
0.0 -0.1 0.0
-0.1 0.0 0.0
0.0 0.0 0.0
0.0 -0.1 0.0
0.0 0.0 -0.1
0.0 0.0 0.0
0.0 0.0 0.0
0.0 0.0 0.0

Entry 4:
C3H3N2S | the ωB97M-V functional and the def2-TZVPD basis

Summary:
Total charge: +1
Max |F|: 4.6 eV/Å
Highest occupied orbital energy: -15.91 eV
ΔE to the lowest compared entry with this formula, charge and spin: 103.78 kcal/mol

Positions of all 9 atoms, in Å:
S -1.3399 0.7284 -0.3873
N 1.3109 0.4916 -0.7295
N 1.1984 -0.7733 -0.4866
C 0.9702 -1.7881 0.0671
C -1.0511 -0.5009 0.6823
C 0.3722 1.3270 -0.6523
H -0.4472 -0.3825 1.7121
H 0.5974 2.2696 -0.8649
H -1.6109 -1.3719 0.6590

Cartesian forces, eV/Å:
0.4 -0.4 -0.4
1.0 0.2 -0.7
-0.9 0.3 0.5
0.1 -0.4 0.0
2.4 1.9 2.8
-1.0 -4.2 1.5
-0.9 -0.1 -2.8
0.4 4.2 -0.8
-1.6 -1.4 -0.2